C29H24Cl5F2IrN3O4 | ωB97M-V/def2-TZVPD

The geometry in ORCA input format:
```
! RIJCOSX wB97M-V def2-TZVPD def2/J DEFGRID3
* xyz 1 1
Ir -0.1932 -3.8167 -1.3706
C 3.8577 1.7647 1.2658
C 3.8555 1.6284 -0.2486
N 2.7729 0.7608 -0.7295
C 3.0248 -0.5482 -0.8962
C 2.1059 -1.4899 -1.2591
C 2.6286 -2.9122 -1.3091
O 3.8209 -3.0787 -1.1473
O 1.7881 -3.8747 -1.5065
C 0.7855 -1.0654 -1.5508
O -0.1797 -1.8139 -1.8450
C 0.5119 0.3576 -1.4124
C -0.7843 0.8311 -1.6259
C -1.0962 2.1274 -1.3432
F -2.3575 2.5561 -1.5674
C -0.1580 3.0115 -0.7953
C 1.1367 2.5561 -0.6256
C 1.4921 1.2402 -0.9430
N -0.4949 4.3042 -0.3361
C -1.8873 4.6612 -0.0954
C -1.9024 5.9826 0.6877
N -0.5948 6.0925 1.4151
C 0.5226 6.3517 0.4365
C 0.2840 5.4473 -0.7827
H 4.6907 2.3912 1.5845
H 3.9732 0.7870 1.7343
H 2.9298 2.2057 1.6334
H 4.7880 1.1879 -0.5948
H 3.7665 2.5939 -0.7466
H 4.0372 -0.8826 -0.7026
H -1.5442 0.1575 -1.9970
H 1.8553 3.2095 -0.1517
H -2.3505 3.8724 0.4969
H -2.4759 4.7907 -1.0069
H -2.7146 6.0194 1.4090
H -1.9661 6.8561 0.0417
H -0.4115 5.1916 1.8649
H -0.6220 6.8112 2.1372
H 1.4538 6.1221 0.9507
H 0.5010 7.4102 0.1845
H 1.2396 5.1265 -1.1879
H -0.2348 5.9955 -1.5779
Cl -5.2322 -8.5299 0.2182
C -3.7583 -7.7165 -0.1275
C -3.7691 -6.3947 -0.5389
Cl -5.2461 -5.5314 -0.7239
C -2.5650 -5.7569 -0.8043
Cl -2.5616 -4.0881 -1.3426
C -1.3166 -6.3690 -0.6780
O -0.1826 -5.7711 -0.9133
C -1.3347 -7.7202 -0.2619
Cl 0.1790 -8.5089 -0.0987
C -2.5256 -8.3740 0.0051
Cl -2.4990 -10.0129 0.5132
F -0.4278 2.0015 1.9244
C -0.4013 0.6630 1.6498
C 0.7942 -0.0151 1.7531
C 0.8141 -1.3681 1.4350
C -0.3370 -2.0381 1.0209
C -0.2891 -3.4843 0.6472
C -1.5304 -1.3150 0.9691
C -1.5740 0.0365 1.2778
H 1.6842 0.5028 2.0873
H 1.7439 -1.9191 1.5159
H -1.1711 -4.0139 1.0115
H 0.5914 -3.9738 1.0655
H -2.4418 -1.8202 0.6722
H -2.4983 0.5978 1.2360
*
```

Summary:
* total energy: -114003.13323 eV
* E_HOMO: -9.5 eV
* ΔE to the lowest compared entry with this formula, charge and spin: 0.029 eV
* orbital gap: 6.06 eV